Record 1
DFT (wB97M-V/def2-TZVPD) results for BCdF6H4N3O12S6 as an isolated structure at a distorted geometry.

Positions of all 33 atoms, in Å:
Cd1 0.390 0.471 -0.010
B1 3.527 2.583 0.246
H1 4.493 2.354 0.669
H2 3.359 1.864 -0.540
H3 2.754 2.576 0.999
H4 3.500 3.575 -0.179
N1 0.853 -0.903 -3.729
S1 1.879 -1.811 -4.415
O1 3.125 -1.234 -4.777
O2 1.281 -2.975 -5.038
F1 2.299 -2.534 -2.995
S2 0.127 -0.439 -5.203
O3 -1.125 -1.054 -5.657
O4 1.006 0.171 -6.188
F2 -0.448 0.926 -4.627
N2 -3.271 2.164 0.568
S3 -4.722 2.123 0.321
O5 -5.350 3.176 -0.430
O6 -5.559 1.287 1.210
F3 -4.587 1.100 -0.860
S4 -3.570 3.419 1.709
O7 -4.514 3.371 2.779
O8 -3.403 4.745 1.208
F4 -2.249 3.113 2.467
N3 0.977 -2.299 2.927
S5 0.462 -3.739 2.909
O9 -0.768 -4.090 3.636
O10 1.358 -4.871 2.718
F5 -0.235 -3.792 1.411
S6 1.983 -2.469 4.319
O11 3.381 -2.037 4.190
O12 1.802 -3.564 5.263
F6 1.246 -1.210 5.100

Calculated values
Total charge   -2
Orbital gap   2.836 eV
E   -115650.3231 eV
F_max   12.49 eV/A


Record 2
DFT (wB97M-V/def2-TZVPD) results for C43H62Cl2N3OP2Pd as an isolated structure.

Positions of all 114 atoms, in Å:
Pd1 -0.312 -0.382 -0.232
Cl1 -3.197 -4.768 0.482
C1 -2.806 -3.708 1.756
C2 -3.337 -3.882 3.020
C3 -3.014 -3.012 4.045
Cl2 -3.711 -3.263 5.588
C4 -2.117 -1.911 3.847
C5 -1.745 -1.009 4.857
C6 -0.881 0.013 4.543
C7 -0.408 0.126 3.236
N1 -0.747 -0.709 2.271
C8 -1.578 -1.712 2.568
C9 -1.915 -2.609 1.446
O1 -1.477 -2.420 0.304
H1 -4.012 -4.704 3.212
H2 -2.134 -1.120 5.858
H3 -0.571 0.729 5.291
H4 0.272 0.920 2.958
C10 -0.250 -0.189 -5.256
C11 0.169 -0.019 -3.798
C12 0.884 1.306 -3.548
P1 -1.086 -0.272 -2.470
C13 -2.228 -1.579 -3.087
C14 -3.501 -1.631 -2.248
C15 -1.504 -2.924 -3.094
C16 -2.149 1.219 -2.467
C17 -2.667 1.801 -3.606
C18 -3.505 2.917 -3.563
C19 -4.038 3.533 -4.818
C20 -3.838 3.451 -2.311
C21 -3.359 2.896 -1.153
C22 -2.505 1.762 -1.192
N2 -2.068 1.133 -0.096
C23 -2.402 1.679 1.167
C24 -3.535 1.190 1.826
C25 -4.453 0.223 1.140
C26 -3.805 1.657 3.102
C27 -2.988 2.595 3.725
C28 -3.297 3.071 5.113
C29 -1.883 3.076 3.033
C30 -1.569 2.637 1.748
C31 -0.354 3.137 1.025
H5 0.625 -0.053 -5.895
H6 -0.988 0.541 -5.579
H7 -0.650 -1.183 -5.460
H8 0.877 -0.824 -3.578
H9 0.263 2.149 -3.853
H10 1.808 1.347 -4.128
H11 1.129 1.425 -2.489
H12 -2.498 -1.303 -4.114
H13 -3.268 -1.833 -1.204
H14 -4.147 -2.433 -2.608
H15 -4.063 -0.697 -2.300
H16 -1.209 -3.203 -2.083
H17 -0.613 -2.911 -3.725
H18 -2.168 -3.699 -3.478
H19 -2.441 1.386 -4.578
H20 -3.831 2.912 -5.687
H21 -3.584 4.511 -4.988
H22 -5.115 3.685 -4.751
H23 -4.496 4.309 -2.262
H24 -3.640 3.305 -0.192
H25 -3.982 -0.751 1.002
H26 -4.733 0.568 0.142
H27 -5.364 0.077 1.718
H28 -4.687 1.291 3.613
H29 -4.312 3.464 5.182
H30 -2.610 3.857 5.419
H31 -3.219 2.258 5.839
H32 -1.242 3.813 3.501
H33 0.270 3.735 1.688
H34 -0.623 3.761 0.170
H35 0.242 2.300 0.644
C32 2.846 -1.980 -2.204
C33 3.577 -2.108 -0.860
C34 2.985 -3.356 -0.188
C35 5.069 -2.359 -1.099
P2 3.171 -0.586 0.155
N3 1.647 -0.151 0.009
C36 4.233 0.849 -0.416
C37 5.676 0.808 0.101
C38 4.283 0.898 -1.953
C39 3.572 2.163 0.030
C40 3.529 -0.962 1.963
C41 3.507 0.368 2.735
C42 2.386 -1.835 2.523
C43 4.855 -1.666 2.262
H36 2.976 -2.913 -2.755
H37 3.217 -1.170 -2.829
H38 1.783 -1.823 -2.021
H39 3.057 -4.180 -0.899
H40 1.931 -3.223 0.064
H41 3.529 -3.654 0.705
H42 5.172 -3.304 -1.635
H43 5.640 -2.447 -0.175
H44 5.534 -1.590 -1.713
H45 6.193 -0.117 -0.153
H46 5.740 0.953 1.178
H47 6.224 1.627 -0.367
H48 4.843 0.075 -2.392
H49 4.791 1.821 -2.235
H50 3.286 0.918 -2.390
H51 3.582 2.307 1.107
H52 2.541 2.217 -0.317
H53 4.133 2.985 -0.417
H54 2.615 0.948 2.503
H55 4.382 0.983 2.533
H56 3.508 0.144 3.802
H57 1.433 -1.614 2.049
H58 2.285 -1.632 3.591
H59 2.593 -2.896 2.417
H60 5.726 -1.104 1.930
H61 4.903 -2.666 1.830
H62 4.936 -1.782 3.345

Calculated values
Total charge   +1
Orbital gap (alpha / beta)   6.694 / 5.199 eV
Multiplicity   5
E   -99212.1650 eV
F_max   0.52 eV/A


Record 3
DFT (wB97M-V/def2-TZVPD) results for C55H44BrNO2P3Ru as an isolated structure.

Positions of all 107 atoms, in Å:
Ru1 -0.414 0.395 -0.017
C1 -1.547 3.376 -0.117
P1 -1.444 1.960 -1.274
C2 -0.720 2.554 -2.805
C3 -0.724 1.723 -3.926
C4 -0.132 2.153 -5.103
C5 0.447 3.413 -5.172
C6 0.438 4.248 -4.065
C7 -0.140 3.819 -2.879
C8 -3.205 1.687 -1.627
C9 -4.001 0.968 -0.736
C10 -5.368 0.877 -0.938
C11 -5.954 1.499 -2.032
C12 -5.171 2.218 -2.920
C13 -3.801 2.317 -2.716
C14 -1.882 2.772 1.186
C15 -2.447 3.330 2.396
C16 -2.448 2.332 3.317
C17 -1.892 1.163 2.667
C18 -1.676 -0.204 3.186
P2 -1.947 -1.470 1.840
C19 -2.573 -2.867 2.837
C20 -1.725 -3.673 3.596
C21 -2.244 -4.691 4.379
C22 -3.615 -4.913 4.410
C23 -4.465 -4.120 3.654
C24 -3.944 -3.103 2.866
C25 -0.314 -2.038 1.288
C26 -0.468 -3.276 0.541
C27 0.415 -4.210 0.124
C28 1.940 -4.123 0.051
C29 2.050 -1.386 0.990
C30 0.898 -1.435 1.709
N1 -1.580 1.472 1.394
H1 -0.530 3.783 0.020
H2 -2.236 4.162 -0.428
H3 -1.185 0.745 -3.885
H4 -0.129 1.504 -5.968
H5 0.904 3.745 -6.094
H6 0.882 5.232 -4.122
H7 -0.124 4.474 -2.019
H8 -3.551 0.453 0.104
H9 -5.975 0.311 -0.244
H10 -7.021 1.423 -2.192
H11 -5.622 2.706 -3.773
H12 -3.202 2.887 -3.414
H13 -2.780 4.347 2.511
H14 -2.790 2.368 4.338
H15 -0.677 -0.277 3.630
H16 -2.385 -0.428 3.985
H17 -0.653 -3.514 3.563
H18 -1.580 -5.315 4.962
H19 -4.019 -5.710 5.019
H20 -5.531 -4.300 3.670
H21 -4.610 -2.497 2.264
H22 -1.505 -3.559 0.374
H23 -0.023 -5.102 -0.307
H24 2.248 -5.012 -0.510
H25 4.021 -0.563 0.885
H26 0.924 -0.970 2.691
C31 3.585 -3.581 2.122
C32 2.649 -4.289 1.375
C33 2.123 -2.946 -0.872
C34 2.042 -1.693 -0.454
C35 3.355 -1.041 1.613
C36 3.997 -2.265 2.199
P3 1.326 -0.370 -1.457
C37 2.583 0.493 -2.395
C38 2.705 1.873 -2.293
C39 3.661 2.539 -3.047
C40 4.489 1.824 -3.898
C41 4.380 0.440 -3.987
C42 3.434 -0.230 -3.230
C43 0.029 -1.125 -2.409
C44 -0.046 -1.869 -3.577
C45 -1.274 -2.411 -3.920
C46 -2.370 -2.212 -3.080
C47 -2.283 -1.445 -1.923
C48 -1.067 -0.857 -1.572
H27 4.088 -4.221 2.843
H28 2.489 -5.298 1.742
H29 2.021 -3.183 -1.927
H30 3.206 -0.314 2.419
H31 4.825 -2.067 2.868
H32 2.078 2.422 -1.601
H33 3.762 3.612 -2.957
H34 5.236 2.342 -4.484
H35 5.042 -0.115 -4.637
H36 3.375 -1.312 -3.281
H37 0.825 -2.015 -4.205
H38 -1.384 -2.996 -4.822
H39 -3.322 -2.659 -3.340
H40 -3.169 -1.314 -1.318
Br1 4.458 2.748 0.364
C49 3.899 2.523 2.157
C50 4.867 2.373 3.139
C51 4.479 2.140 4.449
C52 3.129 2.051 4.768
C53 2.176 2.201 3.775
C54 2.548 2.446 2.457
C55 1.502 2.566 1.390
O1 1.090 3.662 1.044
O2 1.173 1.425 0.898
H41 5.912 2.437 2.873
H42 5.231 2.030 5.217
H43 2.825 1.875 5.790
H44 1.121 2.147 4.023

Calculated values
Total charge   +1
Orbital gap (alpha / beta)   6.986 / 6.295 eV
Multiplicity   5
E   -163816.4932 eV
F_max   0.97 eV/A


Q: Which formula does entry 1 have?
A: BCdF6H4N3O12S6